Entry 1:
The following is a DFT calculation (ωB97M-V with the def2-TZVPD basis set) of C53H45BrF4NO3P2RuSe as an isolated structure.

Values from the calculation:
LUMO energy (alpha / beta) = -1.7 / -1.2 eV
⟨S²⟩ = 0.825
frontier orbital gap (alpha / beta) = 5.342 / 5.866 eV

```
! RIJCOSX wB97M-V def2-TZVPD def2/J DEFGRID3
* xyz 0 2
Ru -0.55 -0.40 0.08
F -4.91 2.58 -5.05
C -4.30 1.67 -4.32
C -4.93 0.45 -4.07
F -6.10 0.19 -4.62
C -4.31 -0.48 -3.25
F -4.92 -1.65 -3.08
C -3.07 -0.23 -2.68
P -2.34 -1.31 -1.37
C -3.89 -1.86 -0.57
C -4.25 -3.19 -0.37
C -5.45 -3.49 0.27
C -6.29 -2.48 0.71
C -5.93 -1.16 0.50
C -4.74 -0.85 -0.12
C -1.84 -2.75 -2.38
C -1.75 -2.68 -3.77
C -1.34 -3.80 -4.49
C -1.01 -4.98 -3.84
C -1.08 -5.04 -2.46
C -1.47 -3.93 -1.73
C -2.40 0.95 -3.04
Br -0.55 1.11 -2.64
C -3.03 1.89 -3.83
F -2.41 3.03 -4.14
H -3.63 -3.99 -0.73
H -5.72 -4.53 0.41
H -7.22 -2.73 1.19
H -6.59 -0.36 0.84
H -4.46 0.19 -0.28
H -1.99 -1.77 -4.30
H -1.27 -3.74 -5.57
H -0.69 -5.84 -4.40
H -0.80 -5.94 -1.94
H -1.48 -3.96 -0.65
N 2.72 -0.44 2.09
C 2.33 0.37 3.10
C 2.89 0.15 4.38
C 2.62 1.00 5.42
C 1.78 2.09 5.23
C 1.19 2.28 4.00
C 1.42 1.43 2.92
P 0.56 1.74 1.31
C -0.55 3.10 1.83
C -1.57 2.74 2.70
C -2.43 3.70 3.22
C -2.27 5.03 2.87
C -1.27 5.39 1.99
C -0.41 4.44 1.47
C 1.88 2.68 0.45
C 1.55 3.37 -0.71
C 2.48 4.17 -1.35
C 3.76 4.28 -0.84
C 4.12 3.55 0.29
C 3.18 2.76 0.94
H 3.48 -1.07 2.27
H 2.59 -0.15 1.13
H 3.56 -0.69 4.50
H 3.09 0.83 6.39
H 1.60 2.79 6.03
H 0.54 3.14 3.87
H -1.65 1.71 2.99
H -3.21 3.41 3.92
H -2.93 5.79 3.28
H -1.15 6.43 1.70
H 0.39 4.75 0.80
H 0.55 3.28 -1.12
H 2.20 4.71 -2.24
H 4.49 4.92 -1.32
H 5.13 3.61 0.67
H 3.47 2.22 1.83
C -1.79 -0.61 4.46
C -2.10 -0.76 2.97
C -2.43 -2.24 2.70
C -3.35 0.08 2.60
O -0.99 -0.34 2.23
H -2.65 -0.93 5.06
H -1.56 0.43 4.71
H -0.92 -1.21 4.72
H -3.28 -2.56 3.30
H -1.57 -2.86 2.94
H -2.68 -2.37 1.64
H -3.21 0.46 1.58
H -3.47 0.94 3.26
H -4.26 -0.52 2.62
Se 0.34 -2.61 0.92
C 1.33 -3.44 -0.49
C 1.37 -2.92 -1.78
C 2.10 -3.56 -2.77
C 2.79 -4.73 -2.48
C 2.74 -5.26 -1.20
C 2.02 -4.62 -0.21
H 0.84 -2.00 -2.00
H 2.12 -3.15 -3.77
H 3.35 -5.23 -3.26
H 3.27 -6.18 -0.97
H 1.97 -5.03 0.80
O 1.93 0.93 -2.67
C 2.35 0.23 -1.74
O 1.65 -0.25 -0.79
C 3.82 -0.12 -1.69
C 4.23 -1.24 -0.98
C 5.59 -1.53 -0.86
C 6.52 -0.69 -1.45
C 6.11 0.42 -2.18
C 4.76 0.70 -2.31
H 3.50 -1.90 -0.54
H 5.91 -2.39 -0.30
H 7.58 -0.90 -1.34
H 6.84 1.06 -2.64
H 4.41 1.55 -2.87
*
```

---

Entry 2:
The following is a DFT calculation (ωB97M-V with the def2-TZVPD basis set) of C53H46BMgN2O4S2 as an isolated structure.

Values from the calculation:
LUMO energy = -2.4 eV
frontier orbital gap = 7.469 eV

```
! RIJCOSX wB97M-V def2-TZVPD def2/J DEFGRID3
* xyz 1 1
Mg -0.34 -0.27 0.65
C 7.87 1.16 -1.62
C 6.59 0.79 -0.91
C 5.35 1.09 -1.46
C 4.17 0.77 -0.81
C 4.25 0.14 0.42
C 5.47 -0.20 0.99
C 6.63 0.13 0.32
S 2.77 -0.33 1.28
O 1.63 0.15 0.39
C 2.84 0.68 2.75
C 2.79 -0.09 3.94
C 2.73 0.53 5.15
C 2.73 1.94 5.24
C 2.64 2.59 6.49
C 2.63 3.95 6.56
C 2.72 4.73 5.39
C 2.79 4.13 4.16
C 2.79 2.71 4.05
C 2.83 2.06 2.78
C 2.80 2.91 1.55
C 3.99 3.52 1.05
C 5.24 3.34 1.69
C 6.36 3.94 1.19
C 6.29 4.74 0.03
C 5.10 4.92 -0.61
C 3.92 4.32 -0.11
C 2.67 4.50 -0.76
C 1.53 3.95 -0.26
C 1.61 3.18 0.92
S 0.14 2.48 1.64
O -0.64 1.81 0.51
C -0.78 3.96 2.01
C -0.19 5.19 2.24
C -0.98 6.26 2.62
C -2.36 6.12 2.78
C -3.20 7.29 3.20
C -2.93 4.87 2.55
C -2.15 3.79 2.17
H 7.67 1.78 -2.49
H 8.40 0.27 -1.95
H 8.53 1.71 -0.95
H 5.31 1.60 -2.42
H 3.21 1.02 -1.23
H 5.51 -0.71 1.94
H 7.59 -0.12 0.76
H 2.76 -1.17 3.86
H 2.65 -0.06 6.06
H 2.57 1.99 7.38
H 2.56 4.44 7.52
H 2.72 5.81 5.46
H 2.87 4.73 3.27
H 5.30 2.73 2.58
H 7.31 3.80 1.69
H 7.19 5.21 -0.35
H 5.04 5.54 -1.49
H 2.63 5.11 -1.66
H 0.57 4.10 -0.73
H 0.88 5.33 2.12
H -0.52 7.23 2.80
H -3.02 8.15 2.56
H -2.96 7.59 4.22
H -4.26 7.05 3.17
H -3.99 4.74 2.66
H -2.59 2.82 2.00
N -1.94 -0.31 -0.90
C -2.43 -1.65 -0.97
C -3.73 -1.99 -1.21
C -4.11 -3.35 -1.25
C -3.20 -4.34 -1.08
C -1.84 -4.02 -0.81
C -0.83 -4.99 -0.60
C 0.44 -4.58 -0.31
C 0.70 -3.20 -0.21
N -0.20 -2.27 -0.41
C -1.47 -2.67 -0.74
H -2.69 0.37 -0.85
H -1.38 -0.09 -1.72
H -4.47 -1.22 -1.38
H -5.15 -3.59 -1.44
H -3.49 -5.38 -1.13
H -1.08 -6.04 -0.66
H 1.23 -5.29 -0.14
H 1.69 -2.86 0.07
C 2.37 -2.69 8.35
C 0.89 -2.35 8.55
C 0.09 -3.65 8.70
C 0.76 -1.56 9.85
C 0.38 -1.57 7.34
C -0.14 -0.28 7.44
C -0.60 0.44 6.33
C -0.52 -0.18 5.11
O -0.83 0.30 3.87
B -0.48 -0.71 2.93
O 0.01 -1.82 3.66
C -0.01 -1.47 4.99
C 0.44 -2.18 6.07
H 2.75 -3.26 9.20
H 2.97 -1.78 8.25
H 2.53 -3.29 7.45
H 0.44 -4.22 9.56
H 0.18 -4.29 7.82
H -0.97 -3.44 8.84
H 1.14 -2.16 10.68
H -0.28 -1.31 10.07
H 1.33 -0.63 9.82
H -0.20 0.19 8.41
H -0.99 1.44 6.43
H 0.84 -3.18 5.94
*
```

---

Entry 3:
The following is a DFT calculation (ωB97M-V with the def2-TZVPD basis set) of C53H47N8OP2S2Sr as an isolated structure.

Values from the calculation:
LUMO energy = -2.5 eV
frontier orbital gap = 7.139 eV

```
! RIJCOSX wB97M-V def2-TZVPD def2/J DEFGRID3
* xyz 1 1
Sr 0.25 0.53 -0.39
O -1.28 1.25 2.32
N -0.66 0.03 2.59
C -1.51 -0.86 2.95
C -2.98 -0.71 3.09
C -3.57 -1.14 4.27
C -4.93 -0.98 4.48
C -5.71 -0.39 3.48
C -5.14 -0.01 2.28
C -3.77 -0.17 2.07
P -3.01 0.12 0.43
C -4.21 -0.82 -0.62
C -4.22 -2.20 -0.43
C -5.14 -3.00 -1.09
C -6.06 -2.43 -1.97
C -6.04 -1.06 -2.17
C -5.12 -0.26 -1.50
C -3.42 1.88 0.08
C -3.90 2.75 1.05
C -4.16 4.08 0.74
C -3.94 4.55 -0.55
C -3.44 3.70 -1.52
C -3.17 2.37 -1.21
H -0.54 1.88 2.20
H -1.04 -1.80 3.24
H -2.95 -1.59 5.05
H -5.38 -1.30 5.41
H -6.78 -0.26 3.64
H -5.76 0.40 1.50
H -3.52 -2.66 0.26
H -5.15 -4.07 -0.92
H -6.78 -3.05 -2.48
H -6.76 -0.60 -2.84
H -5.13 0.81 -1.67
H -4.06 2.40 2.06
H -4.54 4.75 1.51
H -4.15 5.59 -0.79
H -3.25 4.06 -2.52
H -2.77 1.71 -1.97
N 2.93 -2.45 -0.50
P 3.08 -0.83 0.03
C 3.77 -1.03 1.71
C 2.85 -1.10 2.76
C 3.29 -1.32 4.06
C 4.65 -1.46 4.31
C 5.56 -1.41 3.27
C 5.13 -1.20 1.97
C 4.52 -0.26 -0.93
C 4.94 -0.88 -2.10
C 6.00 -0.34 -2.83
C 6.62 0.82 -2.41
C 6.18 1.47 -1.26
C 5.14 0.93 -0.52
C 1.68 -3.07 -0.53
C 1.57 -4.43 -0.84
C 0.32 -5.00 -0.88
C -0.81 -4.22 -0.62
C -0.60 -2.89 -0.32
N 0.61 -2.31 -0.26
H 3.72 -3.07 -0.47
H 1.79 -0.97 2.56
H 2.57 -1.37 4.87
H 4.99 -1.61 5.33
H 6.62 -1.54 3.47
H 5.85 -1.16 1.16
H 4.44 -1.77 -2.45
H 6.34 -0.85 -3.73
H 7.44 1.24 -2.98
H 6.66 2.38 -0.94
H 4.80 1.43 0.38
H 2.46 -5.01 -1.05
H 0.21 -6.05 -1.13
H -1.81 -4.63 -0.64
H -1.45 -2.24 -0.12
C -2.13 0.41 -7.63
C -1.04 0.19 -6.64
C 0.29 0.14 -6.93
C 1.19 -0.04 -5.86
N 0.79 -0.20 -4.61
C -0.52 -0.20 -4.32
S -1.14 -0.48 -2.77
N -1.40 0.04 -5.34
C 2.67 -0.08 -6.11
H -1.73 0.45 -8.64
H -2.65 1.34 -7.43
H -2.86 -0.40 -7.58
H 0.63 0.25 -7.95
H -2.37 0.07 -5.08
H 2.91 0.14 -7.14
H 3.05 -1.07 -5.85
H 3.16 0.64 -5.45
S 0.01 3.62 -2.26
C -0.08 4.67 -0.96
N 0.21 6.00 -1.14
C 0.20 6.91 -0.14
C -0.13 6.52 1.11
C -0.45 5.16 1.26
N -0.45 4.28 0.28
H 0.48 6.27 -2.08
H 0.46 7.93 -0.40
H -0.15 7.21 1.94
H -0.73 4.77 2.24
N 5.42 5.12 3.74
C 4.62 4.48 3.21
C 3.61 3.70 2.54
C 2.81 2.81 3.25
C 1.86 2.04 2.59
C 1.62 2.11 1.19
C 2.46 3.03 0.53
C 3.43 3.80 1.16
H 2.95 2.72 4.33
H 1.32 1.34 3.22
H 2.37 3.16 -0.55
H 4.06 4.48 0.59
*
```

---

Entry 4:
The following is a DFT calculation (ωB97M-V with the def2-TZVPD basis set) of C53H48BrIrN7OP2 as an isolated structure.

Values from the calculation:
LUMO energy (alpha / beta) = -8.8 / -12.7 eV
⟨S²⟩ = 8.792
frontier orbital gap (alpha / beta) = 8.634 / 4.876 eV

```
! RIJCOSX wB97M-V def2-TZVPD def2/J DEFGRID3
* xyz 4 6
Ir -0.04 0.55 -0.32
C 0.52 -1.45 2.18
N -0.69 -0.77 1.69
C -1.83 -1.67 1.45
C -2.09 -1.78 -0.02
N -1.52 -0.99 -0.91
C -1.89 -1.47 -2.17
C -1.53 -1.05 -3.44
C -2.08 -1.73 -4.51
C -2.96 -2.81 -4.32
C -3.31 -3.24 -3.06
C -2.75 -2.55 -1.99
N -2.84 -2.72 -0.60
C 1.74 -0.64 1.90
N 1.80 0.32 0.97
C 3.08 0.82 1.02
C 3.68 1.89 0.32
C 5.00 2.17 0.60
C 5.72 1.42 1.55
C 5.13 0.37 2.27
C 3.81 0.11 1.99
N 2.91 -0.82 2.51
H 0.63 -2.40 1.66
H 0.47 -1.67 3.25
H -0.98 -0.07 2.36
H -2.71 -1.29 1.97
H -1.64 -2.67 1.85
H -0.84 -0.22 -3.59
H -1.82 -1.44 -5.52
H -3.36 -3.32 -5.18
H -3.99 -4.08 -2.91
H -3.37 -3.44 -0.13
H 3.10 2.48 -0.39
H 5.50 2.97 0.08
H 6.76 1.65 1.74
H 5.71 -0.18 3.00
H 3.09 -1.48 3.25
C -2.03 3.71 -0.72
N -1.19 4.70 -0.07
C -0.69 4.37 1.27
P -0.51 2.53 1.61
C 0.78 2.52 2.88
C 1.96 3.26 2.70
C 2.99 3.17 3.63
C 2.86 2.35 4.74
C 1.70 1.60 4.91
C 0.67 1.68 3.99
C -2.07 2.18 2.48
C -3.03 1.39 1.85
C -4.28 1.19 2.44
C -4.56 1.78 3.66
C -3.61 2.57 4.30
C -2.37 2.77 3.71
C -1.01 5.94 -0.59
C -0.45 6.98 0.21
C -0.29 8.23 -0.31
C -0.66 8.50 -1.64
C -1.20 7.49 -2.44
C -1.38 6.23 -1.94
P -1.25 2.29 -1.70
C -2.74 1.90 -2.64
C -3.64 0.98 -2.10
C -4.87 0.76 -2.69
C -5.22 1.46 -3.84
C -4.35 2.40 -4.37
C -3.12 2.63 -3.78
C -0.04 3.08 -2.78
C -0.07 2.93 -4.16
C 0.93 3.48 -4.95
C 1.98 4.17 -4.37
C 2.05 4.29 -2.99
C 1.05 3.75 -2.19
H -2.72 4.19 -1.41
H -2.66 3.24 0.04
H -1.37 4.76 2.02
H 0.28 4.83 1.41
H 2.10 3.90 1.83
H 3.89 3.77 3.49
H 3.66 2.30 5.47
H 1.59 0.97 5.79
H -0.25 1.13 4.17
H -2.82 0.94 0.88
H -5.03 0.60 1.93
H -5.53 1.63 4.12
H -3.83 3.03 5.25
H -1.64 3.39 4.22
H -0.20 6.81 1.25
H 0.11 9.03 0.31
H -0.54 9.50 -2.04
H -1.48 7.70 -3.47
H -1.77 5.45 -2.59
H -3.37 0.41 -1.21
H -5.56 0.04 -2.26
H -6.18 1.29 -4.31
H -4.62 2.96 -5.26
H -2.46 3.38 -4.21
H -0.88 2.38 -4.64
H 0.88 3.37 -6.03
H 2.76 4.60 -4.99
H 2.88 4.81 -2.53
H 1.13 3.83 -1.11
O 3.54 -4.24 -3.33
C 2.75 -3.43 -2.64
C 1.79 -3.85 -1.71
C 1.04 -2.89 -1.06
N 1.19 -1.57 -1.25
C 2.08 -1.22 -2.16
Br 2.10 0.65 -2.50
C 2.89 -2.05 -2.88
H 3.38 -5.17 -3.14
H 1.62 -4.90 -1.51
H 0.27 -3.20 -0.36
H 3.60 -1.69 -3.61
*
```

---

Computed energy relative to the best compared isomer or geometry (same formula, charge and spin) (kcal/mol) in order:
64.2, 0.0, 11.9, 0.0
Computed electronic energy (Ha) in order:
-8479.57648, -3479.08170, -4070.81956, -5866.71287
Computed largest force on an atom (eV/A) in order:
2.394, 0.212, 0.769, 1.624